(1)
{
  "formula": "C17H47FIO7",
  "method": "ωB97M-V/def2-TZVPD",
  "species": ["C", "C", "F", "C", "I", "H", "H", "H", "H", "H", "C", "C", "O", "H", "H", "H", "H", "H", "H", "C", "C", "O", "H", "H", "H", "H", "H", "H", "C", "C", "O", "H", "H", "H", "H", "H", "H", "C", "C", "O", "H", "H", "H", "H", "H", "H", "C", "C", "O", "H", "H", "H", "H", "H", "H", "C", "C", "O", "H", "H", "H", "H", "H", "H", "C", "C", "O", "H", "H", "H", "H", "H", "H"],
  "positions_angstrom": [[-0.1354, -4.1378, 0.0909], [-1.2063, -5.2198, 0.2409], [-0.5334, -6.4493, -0.1526], [-2.4713, -5.0977, -0.5539], [-3.8272, -3.8853, 0.6646], [-0.3055, -3.3268, 0.7984], [0.8660, -4.5365, 0.2685], [-0.1647, -3.7330, -0.9241], [-1.4385, -5.3622, 1.2993], [-2.2981, -4.4235, -1.3998], [-1.4479, -1.1346, 2.6517], [-0.8319, -1.7491, 3.8902], [0.3741, -2.4589, 3.6206], [-1.6705, -1.8950, 1.9035], [-2.3844, -0.6302, 2.8982], [-0.7798, -0.3871, 2.2157], [-1.5017, -2.4888, 4.3300], [-0.6495, -0.9728, 4.6466], [0.9689, -1.8713, 3.1427], [1.1253, 2.9957, 1.8001], [0.0153, 2.6548, 0.8240], [-1.1833, 2.2585, 1.4739], [1.3334, 2.1501, 2.4574], [2.0462, 3.2492, 1.2718], [0.8456, 3.8495, 2.4232], [0.3031, 1.8053, 0.2035], [-0.1728, 3.4967, 0.1511], [-1.4958, 2.9841, 2.0314], [-3.4946, -4.0953, -5.6589], [-2.5185, -3.5619, -4.6245], [-1.7231, -4.5853, -4.0563], [-4.1439, -4.8424, -5.2024], [-4.1131, -3.2933, -6.0674], [-2.9608, -4.5659, -6.4896], [-3.0581, -3.1169, -3.7886], [-1.8829, -2.7839, -5.0684], [-1.2119, -5.0040, -4.7563], [-5.3265, 3.4716, 2.8917], [-3.9851, 3.2498, 2.2250], [-2.9827, 4.1531, 2.7124], [-5.6646, 4.4983, 2.7457], [-6.0729, 2.7936, 2.4765], [-5.2639, 3.2798, 3.9658], [-4.0420, 3.4448, 1.1553], [-3.6551, 2.2152, 2.3471], [-2.8833, 4.0067, 3.6599], [-1.3013, 5.4029, -3.4258], [0.1103, 4.9897, -3.0542], [0.1607, 3.7117, -2.4399], [-1.9418, 5.3962, -2.5438], [-1.3113, 6.4042, -3.8598], [-1.7259, 4.7142, -4.1600], [0.5258, 5.6773, -2.3164], [0.7606, 5.0220, -3.9365], [-0.1924, 3.0575, -3.0523], [4.8237, -4.4924, 1.8025], [4.1007, -4.1794, 0.5060], [3.4166, -2.9375, 0.5513], [4.1182, -4.4920, 2.6335], [5.3042, -5.4712, 1.7519], [5.5979, -3.7475, 2.0076], [3.3250, -4.9203, 0.3141], [4.8010, -4.2063, -0.3379], [4.0528, -2.2313, 0.7033], [5.4264, 3.0656, -1.0014], [4.8870, 4.0033, 0.0612], [4.8854, 3.4186, 1.3568], [4.8457, 2.1435, -1.0222], [5.3781, 3.5298, -1.9876], [6.4702, 2.8102, -0.8012], [3.8441, 4.2471, -0.1429], [5.4511, 4.9433, 0.0639], [5.7903, 3.1925, 1.5948]],
  "mulliken_charge": [-0.0537, 0.1956, -0.3488, -0.3947, -0.3572, -0.0635, -0.1109, 0.2095, 0.2517, -0.3002, -0.2597, -0.3767, -0.4795, -0.1671, 0.3049, 0.0760, 0.2996, 0.2761, 0.2643, -0.7214, -0.1822, -0.4434, 0.2476, 0.0353, 0.3098, 0.2960, 0.1830, 0.2644, -1.0558, -0.1945, -0.4511, 0.2831, 0.3174, 0.3186, 0.2866, 0.2570, 0.2481, -1.1867, 0.1371, -0.5808, 0.2848, 0.3582, 0.3443, 0.2860, 0.0539, 0.3033, -1.0135, -0.2402, -0.4450, 0.2508, 0.3395, 0.3167, 0.2671, 0.2917, 0.2591, -0.9949, -0.1919, -0.4359, 0.2436, 0.3278, 0.3134, 0.2392, 0.2538, 0.2484, -0.9987, -0.1358, -0.5060, 0.2585, 0.3113, 0.3394, 0.1638, 0.2820, 0.2914],
  "total_charge": -1,
  "multiplicity": 1,
  "e_lumo_ha": 0.074
}

---

(2)
{
  "formula": "C2HEuFO2",
  "method": "ωB97M-V/def2-TZVPD",
  "species": ["C", "C", "O", "O", "Eu", "H", "F"],
  "positions_angstrom": [[-1.0093, 0.1584, 0.1095], [-0.6493, 1.4870, 0.3153], [-0.8637, 2.6330, 0.3482], [-0.1138, -0.7315, -0.1640], [-3.4330, -0.5457, 0.0535], [1.6306, 0.1392, -0.1203], [1.9286, 1.1781, 0.0745]],
  "mulliken_spin": [-0.0182, -0.0003, -0.0044, 0.0080, 7.0152, -0.0001, -0.0003],
  "total_charge": 2,
  "s_squared": 15.76,
  "multiplicity": 8,
  "e_lumo_ha": [-0.422, -0.421],
  "relative_energy_kcal_mol": 6.7
}

---

(3)
{
  "formula": "C5H5N",
  "method": "ωB97M-V/def2-TZVPD",
  "species": ["C", "C", "C", "C", "C", "N", "H", "H", "H", "H", "H"],
  "positions_angstrom": [[-1.7360, -1.0544, 2.1892], [-2.2875, 0.4376, 0.5841], [-1.4636, -0.6207, 0.9085], [-0.1686, -0.8798, 0.1193], [0.7805, 0.2626, 0.1107], [0.1493, -1.9975, -0.3854], [-3.1622, 0.6726, 1.0405], [1.0812, 0.3910, 1.0812], [1.6411, -0.0882, -0.3502], [0.4329, 1.2252, -0.1409], [1.0939, -2.0218, -0.7612]],
  "mulliken_charge": [-0.1659, -0.6008, 0.2983, 0.6813, -1.2666, -0.6800, 0.3449, 0.4133, 0.3603, 0.3728, 0.2424],
  "total_charge": 0,
  "multiplicity": 1,
  "e_lumo_ha": [-0.055, -0.055],
  "relative_energy_kcal_mol": 181.1
}

---

(4)
{
  "formula": "C9H8N2O2",
  "method": "ωB97M-V/def2-TZVPD",
  "species": ["C", "C", "C", "C", "C", "C", "C", "C", "C", "N", "N", "O", "O", "H", "H", "H", "H", "H", "H", "H", "H"],
  "positions_angstrom": [[3.0490, 0.2526, -0.3621], [2.8176, 1.3353, 0.5527], [1.9350, -0.4026, -0.8598], [1.5764, 1.9206, 0.7240], [-0.4587, -0.9582, -0.5535], [0.6156, -0.1093, -0.4799], [0.4199, 1.2744, 0.1764], [-1.7566, -0.7708, -0.0524], [-2.5994, -1.9112, 0.4498], [-0.7363, 1.9171, 0.0151], [-2.4218, 0.4203, -0.1516], [-3.4880, 0.7461, 0.3038], [-1.6178, 1.4210, -0.9537], [4.0457, 0.0132, -0.6039], [3.7607, 1.8938, 0.9779], [2.0087, -1.3250, -1.4092], [1.6013, 2.8801, 1.2135], [-0.2304, -1.9762, -0.7146], [-3.5402, -1.7617, 0.1084], [-2.7108, -2.0834, 1.5957], [-2.2700, -2.7762, 0.0235]],
  "mulliken_charge": [-0.5069, -0.1822, -0.6964, -0.7316, -0.8536, 0.8145, 0.7845, 0.8051, -1.4841, -0.7171, 0.7311, -0.6301, -0.2310, 0.4388, 0.2271, 0.3533, 0.3805, 0.3395, 0.4578, 0.2434, 0.4574],
  "total_charge": 0,
  "multiplicity": 1,
  "e_lumo_ha": [-0.046, -0.046],
  "smiles": "CC1=[N+]([O-])ON=c2ccccc2=C1",
  "relative_energy_kcal_mol": 181.8
}

---

> Among the records above, which one has the highest multiplicity?

C2HEuFO2

---

> Look up the multiplicity of the third one.

1